Arrangement i

Here is an isolated ion of composition C4H11N4 and charge +1 from OMol25. Energies are from the ωB97M-V functional and the def2-TZVPD basis.

Values from the calculation:
- HOMO level (spin up / spin down): -12.120 / -12.120 eV
- Net charge: +1
- LUMO level (spin up / spin down): -4.99 / -4.99 eV
- HOMO-LUMO gap (spin up / spin down): 7.13 / 7.13 eV

Bonds (Å) are listed after each position.
Element x y z (Å)
1 C 0.3015 -0.8482 -0.4938  N5 1.286, N6 1.476, N7 1.382
2 C 0.9913 1.2510 -1.0300  N6 1.240, H9 1.073, H10 1.089
3 C 2.0371 0.3047 0.9727  N6 1.503, H11 1.116, H12 1.107, H13 1.154
4 C -2.8766 0.0344 0.5523  N8 1.432, H14 1.031, H15 1.086, H16 1.011
5 N -0.9758 -0.8368 -0.3448  C1 1.286, N8 1.344
6 N 1.2301 0.2816 -0.2948  C1 1.476, C2 1.240, C3 1.503
7 N 1.0051 -2.0378 -0.5138  C1 1.382, H17 0.943, H18 1.011
8 N -1.7522 0.2601 -0.3060  C4 1.432, N5 1.344, H19 1.083
9 H 1.5555 2.1485 -0.8646  C2 1.073
10 H 0.3722 1.0894 -1.9113  C2 1.089
11 H 3.1308 0.3265 0.7523  C3 1.116
12 H 1.8422 1.1225 1.6931  C3 1.107
13 H 1.7756 -0.7347 1.3993  C3 1.154
14 H -2.6549 0.1662 1.5508  C4 1.031
15 H -3.5698 0.7935 0.2025  C4 1.086
16 H -3.3024 -0.8657 0.3771  C4 1.011
17 H 1.9292 -2.1391 -0.6700  N7 0.943
18 H 0.3779 -2.7896 -0.7664  N7 1.011
19 H -1.3251 1.2328 -0.0947  N8 1.083

Arrangement ii

Here is an isolated ion of composition C4H11N4 and charge +1 from OMol25. Energies are from the ωB97M-V functional and the def2-TZVPD basis.

Values from the calculation:
- HOMO level: -13.652 eV
- Net charge: +1
- LUMO level: -4.46 eV
- HOMO-LUMO gap: 9.19 eV

Bonds (Å) are listed after each position.
Element x y z (Å)
1 C -0.1321 -2.0384 0.5359  C4 1.554, H9 1.144, H10 1.070, H11 1.125
2 C -2.1227 1.8258 -2.5161  N5 1.379, H12 1.152, H13 1.129, H14 1.022
3 C 1.4963 0.7716 1.9067  N8 1.445, H15 1.152, H16 1.103, H17 1.208
4 C 0.9370 -0.9669 0.1854  C1 1.554, N8 1.450, H18 1.199, H19 1.145
5 N -1.7941 1.3637 -1.2595  C2 1.379, N7 1.171
6 N -0.1945 1.0884 0.3522  N7 1.210, N8 1.249
7 N -0.7781 1.3384 -0.6773  N5 1.171, N6 1.210
8 N 0.6708 0.3137 0.8120  C3 1.445, C4 1.450, N6 1.249
9 H -1.2487 -1.9522 0.3040  C1 1.144
10 H 0.2685 -2.9239 0.0881  C1 1.070
11 H 0.0272 -2.3369 1.6089  C1 1.125
12 H -2.6779 0.8707 -2.8441  C2 1.152
13 H -1.2981 2.3253 -3.1032  C2 1.129
14 H -2.9523 2.4221 -2.4825  C2 1.022
15 H 2.6234 0.9604 1.7598  C3 1.152
16 H 1.2545 1.8204 2.1486  C3 1.103
17 H 1.1936 0.1378 2.8891  C3 1.208
18 H 1.8629 -1.4417 0.7802  C4 1.199
19 H 1.1651 -0.7933 -0.9234  C4 1.145

Arrangement iii

Here is an isolated ion of composition C4H11N4 and charge +1 from OMol25. Energies are from the ωB97M-V functional and the def2-TZVPD basis.

Values from the calculation:
- HOMO level: -13.664 eV
- Net charge: +1
- LUMO level: -3.58 eV
- HOMO-LUMO gap: 10.08 eV

Bonds (Å) are listed after each position.
Element x y z (Å)
1 C 1.9329 -0.6580 0.0492  C3 1.464, N5 1.158
2 C -0.7428 0.0287 0.8764  C4 1.612, N8 1.480, H9 1.041, H10 1.129
3 C 1.2721 0.5141 -0.5281  C1 1.464, C4 1.503, N6 1.452, H11 1.065
4 C -0.2193 0.3450 -0.6148  C2 1.612, C3 1.503, N7 1.458, H12 1.144
5 N 2.3776 -1.5574 0.6268  C1 1.158
6 N 1.7308 1.6457 0.2575  C3 1.452, H13 1.039, H14 1.066
7 N -0.7363 -0.7235 -1.4616  C4 1.458, H15 1.006, H16 1.008
8 N -2.0462 -0.6720 0.8373  C2 1.480, H17 0.993, H18 1.127, H19 1.156
9 H -0.0877 -0.6344 1.3406  C2 1.041
10 H -0.8759 0.8996 1.5827  C2 1.129
11 H 1.7908 0.7884 -1.4167  C3 1.065
12 H -0.8545 1.2708 -0.8322  C4 1.144
13 H 2.6586 1.8890 -0.1424  N6 1.039
14 H 1.7980 1.5270 1.3142  N6 1.066
15 H -0.8289 -0.4104 -2.4130  N7 1.006
16 H -0.1985 -1.5681 -1.5782  N7 1.008
17 H -2.8975 -0.1672 0.9218  N8 0.993
18 H -1.9575 -1.5998 1.4708  N8 1.127
19 H -2.1157 -0.9175 -0.2904  N8 1.156

Computed relative energies in units of eV: arrangement i 1.634; arrangement ii 4.621; arrangement iii 0.000